Molecular formula: C34H42N4O2P3S3Ti
Method: DFT, ωB97M-V/def2-TZVPD

As for the energy above the lowest of the compared OMol25 structures with the same formula, charge and spin: 121.2 kJ/mol. As for the net charge: +3. For the largest force on an atom, the calculation gives 0.257 eV/A. The LUMO energy is -0.3717 Ha. The value obtained for the HOMO energy is -16.20 eV.

CARTESIAN COORDINATES (ANGSTROEM)
Ti 0.595 -0.926 -0.346
N -0.164 0.480 2.743
P -0.968 -1.059 2.947
C -0.397 -1.528 4.592
C 0.804 -1.111 5.172
C 1.147 -1.555 6.436
C 0.303 -2.423 7.123
C -0.892 -2.836 6.555
C -1.250 -2.382 5.293
C 0.257 -1.965 1.860
C 1.632 -1.679 1.852
C 2.490 -2.288 0.934
C 1.983 -3.228 0.041
C 0.629 -3.577 0.081
C -0.226 -2.947 0.980
P 0.402 1.126 1.316
C 1.809 2.136 1.798
C 3.065 1.577 2.058
C 4.082 2.360 2.571
C 3.857 3.707 2.836
C 2.614 4.268 2.588
C 1.589 3.490 2.070
C -0.818 2.284 0.654
C -2.015 2.503 1.333
C -2.902 3.472 0.881
C -2.595 4.223 -0.244
C -1.400 4.009 -0.923
C -0.510 3.044 -0.477
H -0.104 1.073 3.565
H 1.466 -0.421 4.659
H 2.070 -1.224 6.893
H 0.577 -2.767 8.111
H -1.553 -3.497 7.098
H -2.197 -2.684 4.861
H 2.015 -0.949 2.553
H 3.538 -2.019 0.893
H 2.644 -3.678 -0.688
H 0.248 -4.339 -0.586
H -1.284 -3.182 0.982
H 3.271 0.538 1.838
H 5.054 1.925 2.762
H 4.655 4.317 3.239
H 2.437 5.314 2.799
H 0.624 3.944 1.891
H -2.239 1.945 2.235
H -3.820 3.658 1.425
H -3.278 4.992 -0.583
H -1.149 4.619 -1.782
H 0.438 2.909 -0.987
C 2.621 0.584 -6.143
C 3.376 0.480 -4.846
C 3.992 1.769 -4.362
O 2.357 0.039 -3.815
P 2.734 -0.733 -2.509
S 4.389 -1.634 -2.348
S 2.241 0.541 -0.921
O 1.351 -1.618 -2.237
C 0.789 -2.680 -3.167
C -0.091 -2.035 -4.211
C 1.884 -3.536 -3.761
H 3.309 0.924 -6.918
H 1.815 1.316 -6.073
H 2.217 -0.377 -6.461
H 4.112 -0.322 -4.877
H 3.235 2.551 -4.279
H 4.747 2.104 -5.072
H 4.482 1.630 -3.397
H 0.178 -3.270 -2.484
H 0.481 -1.360 -4.845
H -0.930 -1.502 -3.767
H -0.502 -2.822 -4.843
H 2.495 -2.975 -4.467
H 1.407 -4.349 -4.309
H 2.539 -3.971 -3.008
C -5.284 -0.031 0.140
C -3.902 -0.518 0.561
C -2.830 -0.180 -0.423
N -1.599 -0.571 -0.388
N -0.850 -0.124 -1.441
C -1.498 0.660 -2.287
N -0.933 1.194 -3.356
S -3.151 0.823 -1.815
H -6.017 -0.304 0.896
H -5.603 -0.481 -0.801
H -5.312 1.057 0.042
H -3.890 -1.601 0.702
H -3.611 -0.085 1.521
H 0.045 1.015 -3.551
H -1.450 1.783 -3.990

Forces on the atoms, in the same order (eV/Å):
Ti -0.0002 -0.1429 0.0880
N 0.0033 0.0102 0.0094
P 0.0454 0.0165 0.0278
C -0.0341 0.0110 -0.0264
C 0.0223 0.0069 0.0142
C 0.0007 -0.0022 -0.0019
C -0.0093 -0.0032 -0.0064
C 0.0054 0.0011 0.0119
C -0.0005 -0.0048 0.0022
C -0.0378 -0.0521 -0.0167
C -0.0446 0.0016 0.0262
C -0.0068 0.0871 0.0077
C 0.0686 -0.0253 0.0048
C -0.0696 -0.0188 -0.0385
C -0.0795 0.0435 0.0105
P -0.0923 -0.0253 0.0578
C -0.0346 0.0252 0.0243
C 0.0127 0.0153 -0.0266
C 0.0086 -0.0144 0.0085
C -0.0067 0.0027 0.0082
C -0.0029 0.0016 0.0043
C 0.0388 -0.0047 -0.0063
C 0.0272 0.0145 0.0065
C -0.0009 -0.0141 0.0044
C -0.0127 -0.0104 -0.0063
C -0.0055 -0.0123 -0.0066
C 0.0161 0.0083 0.0091
C -0.0197 0.0102 -0.0064
H -0.0028 -0.0108 0.0027
H -0.0089 0.0040 -0.0072
H -0.0006 -0.0001 0.0007
H 0.0007 0.0014 0.0006
H 0.0014 -0.0011 0.0001
H 0.0020 0.0017 -0.0012
H 0.0061 -0.0248 0.0063
H 0.0026 -0.0014 0.0022
H 0.0049 0.0039 0.0012
H -0.0107 0.0026 0.0140
H 0.0029 -0.0137 0.0066
H 0.0068 0.0111 -0.0242
H 0.0008 0.0013 -0.0002
H 0.0030 0.0013 -0.0085
H 0.0022 -0.0002 0.0019
H -0.0060 0.0018 -0.0205
H -0.0153 -0.0043 -0.0091
H 0.0044 -0.0008 0.0005
H 0.0021 0.0016 0.0040
H 0.0010 -0.0009 0.0009
H -0.0009 0.0034 0.0035
C 0.0397 0.0313 -0.0549
C -0.0013 -0.0317 0.0530
C -0.0636 -0.0293 0.0459
O -0.0878 -0.0107 -0.1292
P 0.0785 -0.0560 0.1722
S 0.0095 0.0437 -0.0499
S 0.1909 0.1715 -0.0152
O 0.0097 -0.0339 -0.1878
C -0.0305 -0.0625 -0.0408
C -0.0085 0.0215 0.0277
C 0.0279 0.0324 0.0295
H -0.0177 -0.0064 -0.0048
H 0.0117 0.0077 0.0065
H -0.0061 -0.0080 0.0278
H 0.0170 0.0121 -0.0211
H 0.0149 0.0049 0.0103
H 0.0066 -0.0248 -0.0230
H 0.0182 0.0385 -0.0108
H -0.0021 0.0148 -0.0040
H 0.0093 0.0094 -0.0191
H 0.0107 -0.0089 -0.0025
H 0.0058 -0.0127 0.0062
H 0.0012 -0.0022 -0.0007
H -0.0227 -0.0013 0.0015
H -0.0079 -0.0012 -0.0132
C -0.0024 0.0079 0.0076
C 0.0003 0.0361 -0.0009
C -0.0089 -0.0096 0.0137
N 0.0885 -0.0398 0.0280
N -0.0658 0.0304 0.0126
C 0.0007 -0.0501 -0.0460
N 0.0030 0.0382 0.0239
S -0.0104 -0.0005 0.0047
H 0.0001 -0.0027 -0.0019
H -0.0026 -0.0029 0.0001
H -0.0002 -0.0019 0.0003
H -0.0066 -0.0009 -0.0097
H 0.0070 -0.0002 0.0138
H 0.0095 -0.0045 -0.0063
H -0.0032 0.0013 -0.0014



Molecular formula: C4H6N2O
Method: DFT, ωB97M-V/def2-TZVPD

As for the energy above the lowest of the compared OMol25 structures with the same formula, charge and spin: 137.7 kJ/mol. As for the net charge: 0. For the largest force on an atom, the calculation gives 0.867 eV/A. The structure (SMILES) is CN=C=CC(N)=O. The LUMO energy is 0.0303 Ha. The value obtained for the HOMO energy is -9.13 eV.

CARTESIAN COORDINATES (ANGSTROEM)
C -2.815 0.298 -0.333
C -0.631 -0.366 0.204
N -1.784 -0.668 0.004
O 1.637 -0.993 -1.371
C 1.748 -0.409 -0.306
N 2.964 -0.093 0.240
C 0.604 -0.058 0.555
H -3.505 -0.124 -1.064
H -3.365 0.470 0.597
H -2.400 1.248 -0.690
H 3.038 0.619 0.947
H 3.772 -0.264 -0.337
H 0.737 0.341 1.556

Forces on the atoms, in the same order (eV/Å):
C -0.2389 0.1377 -0.0649
C -0.5965 -0.1316 0.0090
N 0.7946 0.1675 0.3039
O 0.0724 0.1869 0.2567
C -0.0401 -0.0748 -0.1542
N 0.1213 0.0378 -0.1061
C -0.0950 -0.0964 0.0309
H 0.1512 0.0537 0.0641
H -0.0677 0.0707 -0.2126
H -0.0972 -0.1715 -0.0076
H -0.0254 -0.1116 -0.0321
H -0.0475 0.0599 -0.0076
H 0.0686 -0.1283 -0.0794



Molecular formula: C6H9N3
Method: DFT, ωB97M-V/def2-TZVPD

As for the energy above the lowest of the compared OMol25 structures with the same formula, charge and spin: 146.7 kJ/mol. As for the net charge: 0. For the largest force on an atom, the calculation gives 2.643 eV/A. The LUMO energy is 0.0337 Ha. The value obtained for the HOMO energy is -7.78 eV.

CARTESIAN COORDINATES (ANGSTROEM)
C 2.965 0.020 -0.044
C 0.596 0.083 0.077
C 0.430 1.469 0.125
C -1.510 0.759 -0.264
C -2.820 0.029 -0.040
C -1.878 -1.205 0.146
H 2.983 0.563 0.889
H 2.969 0.765 -0.867
H 3.796 -0.686 -0.023
H 1.630 -1.377 -0.765
H 1.261 2.116 0.115
H -3.513 0.003 -0.820
H -3.230 0.406 0.946
H -1.891 -1.573 1.200
H -1.885 -2.140 -0.466
N 1.702 -0.789 0.035
N -0.903 1.915 -0.008
N -0.703 -0.358 -0.235

Forces on the atoms, in the same order (eV/Å):
C -0.9751 -0.7135 0.3937
C -1.8649 0.4177 -0.6628
C -0.0803 -1.2619 -0.2147
C 0.9705 1.2479 0.5093
C 1.5340 0.4060 2.1142
C 0.3942 -1.7780 0.6961
H 0.2712 0.3381 0.2781
H 0.1581 -0.6666 0.2095
H 0.0583 0.3087 -0.3835
H -0.1488 -0.5375 -0.5949
H 0.4820 0.9500 0.2317
H -1.1345 0.0026 -1.0885
H 0.0160 -0.7194 -1.2383
H 0.3495 0.5752 -0.6408
H -0.6390 0.9940 0.1050
N 0.6391 1.8292 0.3981
N 0.2265 -2.2253 -0.4474
N -0.2567 0.8329 0.3351